# 1
C4H7NO2 | ωB97M-V/def2-TZVPD

Structure (XYZ):
```
14
Properties=species:S:1:pos:R:3:forces:R:3:lowdin_charge:R:1
C -2.0091 -0.5102 -0.0243 5.142 -4.608 1.272 -0.52
C -0.7247 -1.2720 0.5008 -1.058 0.275 -1.052 -0.05
C -0.0550 0.0867 0.5661 1.817 0.510 -0.853 -0.22
C 0.8042 0.4438 -0.7489 1.956 -1.159 4.223 0.00
N -1.3837 0.6190 0.3266 3.400 6.149 4.131 -0.06
O -2.9950 -0.7945 -0.6161 -6.501 -0.917 -3.494 0.10
O -1.5639 1.9512 0.2460 0.475 -0.696 1.859 0.13
H -1.0127 -1.5701 1.4532 -0.070 -1.064 2.105 0.08
H -0.3118 -2.0958 -0.0547 0.465 -0.137 -0.370 0.10
H 0.5606 0.5397 1.4400 -1.623 -0.988 -1.085 0.18
H 0.5344 -0.1037 -1.5516 -1.518 -1.423 -2.741 0.04
H 1.9073 0.2032 -0.6281 -1.307 0.402 0.411 0.11
H 0.6669 1.4608 -0.7802 0.060 2.487 -0.959 0.03
H -1.7570 2.0859 -0.6433 -1.237 1.169 -3.447 0.08
```
Positions in Å, forces in eV/Å.

## Properties
- Gap between HOMO and LUMO (spin up / spin down): 0.1671 / 0.2546 Ha
- Total charge: 0
- HOMO level (spin up / spin down): -0.13884 / -0.35462 hartree
- E_tot: -9837.8313 eV
- Energy relative to the best compared isomer or geometry (same formula, charge and spin): 88.20 kcal/mol
- Spin multiplicity: 3

# 2
C4H7NO2S | ωB97M-V/def2-TZVPD

Structure (XYZ):
```
15
Properties=species:S:1:pos:R:3:forces:R:3:lowdin_charge:R:1
C 1.1202 -1.2195 0.3844 -0.162 1.450 -0.430 -0.27
C 0.4017 -0.2678 1.3357 -0.412 0.388 -0.632 -0.54
C 0.4078 -0.3171 2.6596 1.448 -1.524 -0.703 0.01
C -1.6301 0.2426 -0.4734 -0.408 -0.461 -0.800 -0.43
H 1.2267 0.0041 -1.0662 1.682 -0.673 0.646 0.04
H 0.4062 -1.7606 -0.2269 -0.422 -0.430 0.213 0.11
H 1.7333 -1.8950 0.9313 0.534 -0.595 0.449 0.11
H -0.0887 0.3097 3.3417 -0.618 0.872 0.421 0.04
H 1.0679 -1.0914 3.0823 -0.481 0.284 0.038 0.08
H -2.6284 0.0301 -0.0596 0.620 0.251 0.166 0.08
H -0.3416 -0.0117 -3.1862 -0.054 -0.092 1.217 0.13
N -1.5502 -0.1723 -1.6880 1.043 0.834 0.899 -0.03
O 1.9312 -0.4728 -0.5196 -1.269 0.454 -0.503 -0.12
O -0.2547 0.0796 -2.2053 -0.721 -0.102 -1.237 -0.14
S -0.3583 1.1336 0.4601 -0.778 -0.655 0.255 0.94
```
Positions in Å, forces in eV/Å.

## Properties
- Gap between HOMO and LUMO: 0.3672 Ha
- Total charge: 0
- HOMO level: -0.34405 hartree
- E_tot: -20678.7352 eV
- Energy relative to the best compared isomer or geometry (same formula, charge and spin): 92.27 kcal/mol
- SMILES string: C=C(CO)S/C=N\O

# 3
C4H7NO2S | ωB97M-V/def2-TZVPD

Structure (XYZ):
```
15
Properties=species:S:1:pos:R:3:forces:R:3:lowdin_charge:R:1
O 1.6795 -1.0666 -1.0831 -1.248 0.944 1.529 0.07
C 1.0800 -0.5792 -0.1274 3.660 0.092 -0.387 -0.43
N 1.7582 0.5214 0.6257 -1.221 0.430 -1.040 0.10
C 1.0174 1.7087 0.8149 0.339 0.453 -0.995 -0.32
O 1.5604 2.7521 1.1219 -0.781 -0.982 0.015 0.03
C -0.1691 -1.1023 0.4472 -2.907 -0.380 -0.935 -0.25
C -0.6049 -2.4792 -0.2089 -0.069 1.734 -1.304 -0.10
S -2.8318 0.3040 -0.7189 -0.986 0.443 -0.460 0.36
H 2.7178 0.8311 0.3403 -1.038 -1.087 0.189 0.16
H -0.0606 1.6630 0.4349 0.935 -0.080 0.977 0.13
H -1.0412 -0.3951 0.1191 2.068 -1.062 0.844 -0.09
H -0.2386 -1.1371 1.5327 0.523 0.192 0.040 0.12
H -0.1234 -3.3404 0.2766 0.283 0.312 -0.795 0.07
H -0.4149 -2.2672 -1.3574 -0.146 -1.333 2.314 0.11
H -1.6967 -2.6395 -0.0888 0.587 0.325 0.009 0.05
```
Positions in Å, forces in eV/Å.

## Properties
- Gap between HOMO and LUMO: 0.1985 Ha
- Total charge: 0
- HOMO level: -0.37345 hartree
- E_tot: -20677.0171 eV
- Energy relative to the best compared isomer or geometry (same formula, charge and spin): 131.89 kcal/mol